{"formula": "C59H48BrNO10PRuS3Si", "method": "ωB97M-V with the def2-TZVPD basis set", "spin_multiplicity": 2, "fmax_ev_per_a": 4.7, "homo_energy_ev": [-3.3, -3.4], "gap_ev": [6.208, 6.168], "e_lumo_ev": [2.9, 2.8], "s_squared": 1.186, "charge": -2, "elements": ["Ru", "Br", "S", "S", "S", "P", "Si", "O", "O", "O", "O", "O", "O", "O", "O", "O", "O", "N", "C", "C", "C", "C", "C", "C", "C", "C", "C", "C", "C", "C", "C", "C", "C", "C", "C", "C", "C", "C", "C", "C", "C", "C", "C", "C", "C", "C", "C", "C", "C", "C", "C", "C", "C", "C", "C", "C", "C", "C", "C", "C", "C", "C", "C", "C", "C", "C", "C", "C", "C", "C", "C", "C", "C", "C", "C", "C", "C", "H", "H", "H", "H", "H", "H", "H", "H", "H", "H", "H", "H", "H", "H", "H", "H", "H", "H", "H", "H", "H", "H", "H", "H", "H", "H", "H", "H", "H", "H", "H", "H", "H", "H", "H", "H", "H", "H", "H", "H", "H", "H", "H", "H", "H", "H", "H", "H"], "xyz": [[-0.146800, -0.369400, -0.324500], [-2.452900, -1.967500, 0.860600], [0.175800, 3.578100, -0.796500], [-0.558000, -1.283400, -3.093100], [3.813300, 3.052600, 5.524800], [-2.004600, 1.497700, 0.007800], [3.465500, 0.612300, 0.269900], [-1.092300, -1.122200, -4.430500], [0.398500, -0.255300, -2.684000], [-0.125500, 2.106400, -0.770000], [0.623300, 4.043400, -2.087900], [3.252600, 2.839600, 6.861800], [5.096400, 2.388500, 5.318300], [-1.584200, -1.503200, -2.062800], [1.944500, 0.289900, 0.226800], [0.921300, 4.045100, 0.342300], [3.788900, 4.446500, 5.104700], [-0.114300, -0.147900, 2.383500], [-4.344500, 0.421600, 1.650700], [2.479000, -6.538200, -3.131800], [1.659600, 0.031400, 4.020100], [3.635200, 3.367500, -0.406100], [4.396600, 0.271100, -1.389400], [-1.491100, -5.961600, 1.540100], [-2.755900, 1.948000, 2.541500], [2.340900, -4.077200, -3.663100], [-2.146700, -4.729300, 1.452500], [4.425500, 2.882600, 1.795400], [-2.775200, 1.151600, -1.625700], [-4.043400, 5.070400, -0.037000], [1.876000, -5.026600, 0.298700], [-1.791100, 5.551900, -0.693800], [6.192600, -1.108700, 2.981500], [-1.482400, 4.216800, -0.534500], [-2.067100, 1.502300, -2.775600], [3.618700, -1.557200, 2.118500], [-2.414800, 3.296700, -0.104300], [6.413400, 0.102600, -2.723100], [4.323400, -0.486700, 1.583000], [0.432800, -5.175200, -2.716500], [-3.251000, 1.250300, 1.430600], [-1.466100, -3.631600, 0.993400], [1.889300, 2.748300, 3.493600], [2.656700, 2.149100, 4.469300], [4.678400, 4.228100, 2.007100], [-0.250600, -3.975500, -2.705200], [0.568300, -2.526800, 0.071100], [-4.538200, 0.297700, -3.027300], [-3.823500, 0.633900, -4.160700], [4.278100, -0.115800, -3.773600], [3.904300, 2.439800, 0.589800], [5.783600, 0.290100, -1.504500], [-4.431000, 1.027300, 3.980100], [5.481100, -2.181700, 3.487600], [-3.721900, 3.734600, 0.112900], [0.989500, 1.982800, 2.773100], [-4.931700, 0.320000, 2.903600], [1.654600, -2.873200, -3.651100], [-2.586300, 1.240000, -4.028700], [0.530600, -4.927000, 0.694100], [-4.022900, 0.557600, -1.770800], [4.424000, 5.141300, 0.998400], [3.657000, 0.070500, -2.550000], [-3.330000, 1.847500, 3.793000], [-3.080300, 5.988700, -0.433500], [2.511100, -3.952300, -0.259800], [1.854000, -2.721700, -0.387500], [4.186000, -2.402900, 3.053000], [0.848100, 0.624700, 3.054400], [0.369400, -2.827200, -3.154600], [-0.120400, -3.657300, 0.578700], [2.568800, 0.798900, 4.722900], [-0.177200, -6.048400, 1.168900], [5.618200, -0.275300, 2.037800], [5.659500, -0.104200, -3.865400], [1.741400, -5.233400, -3.182700], [3.897900, 4.709100, -0.206500], [3.615400, -3.234900, 3.448000], [-1.259300, -3.895700, -2.333100], [3.356000, -4.110700, -4.036300], [2.004700, 3.799900, 3.288500], [-3.336500, 7.034100, -0.543300], [5.027300, 4.548700, 2.977100], [-0.181800, -1.090600, 2.755900], [2.605800, -1.718200, 1.784500], [-1.013400, 6.224200, -1.020700], [7.197500, -0.917900, 3.333400], [-1.090300, 1.953300, -2.694600], [0.343600, -6.994900, 1.204700], [-1.889100, 2.586200, 2.410500], [-2.908600, 2.396400, 4.623700], [-2.011200, 1.490900, -4.906400], [0.446000, 2.427500, 1.951200], [-2.029500, -6.829200, 1.894000], [6.386500, 0.457100, -0.625100], [1.908900, -7.316600, -3.638300], [4.621600, 6.193300, 1.157500], [3.686800, -0.255800, -4.669600], [2.402900, -1.899600, -0.822200], [-4.595000, 0.275400, -0.905800], [3.457400, -6.455200, -3.598600], [1.575700, -1.030600, 4.212000], [2.117800, -1.965100, -4.000500], [2.578000, 0.070800, -2.488200], [3.538600, -4.033800, -0.580200], [3.200200, 3.043200, -1.340000], [-5.784200, -0.331400, 3.030000], [6.187800, 0.560800, 1.661200], [3.213600, 0.376200, 5.477400], [-4.486100, 3.025800, 0.399900], [5.930000, -2.834800, 4.225600], [-1.021100, 0.309100, 2.327500], [-4.888400, 0.931200, 4.955800], [-4.221300, 0.414200, -5.140900], [-0.046400, -6.070300, -2.345400], [-4.761100, -0.181100, 0.862800], [4.632500, 2.187000, 2.594800], [2.386900, -5.970600, 0.436000], [2.610800, -6.837700, -2.091800], [-3.182600, -4.634400, 1.736900], [-5.505500, -0.179500, -3.114900], [6.145700, -0.244200, -4.823800], [3.662400, 5.421000, -0.986100], [7.495300, 0.127600, -2.787500], [-5.058000, 5.398400, 0.151000]], "forces_ev_per_a": [[4.277, -0.776, 1.758], [0.131, -0.891, 0.328], [-0.136, 0.982, 0.064], [-0.626, -1.862, -1.638], [-0.261, -0.011, 0.481], [-1.535, -0.408, -0.195], [2.065, 0.632, 0.125], [0.410, 0.042, 0.415], [0.096, 0.466, 1.547], [0.561, 0.389, -0.384], [-0.114, -0.239, -0.010], [0.173, -0.003, -0.204], [-0.042, 0.006, -0.104], [0.257, 0.365, 0.525], [-3.637, -1.106, -0.878], [-0.163, -0.238, 0.005], [-0.094, -0.023, -0.212], [-0.665, -0.540, -1.606], [-0.003, -0.014, -0.190], [-0.041, 0.099, -0.001], [-0.168, 0.065, -0.096], [0.192, 0.079, -0.063], [-0.549, -0.012, 0.465], [0.384, -0.183, -0.070], [0.010, 0.027, -0.092], [-0.090, -0.023, -0.012], [-0.072, 0.649, -0.099], [0.191, 0.111, 0.058], [-0.269, -0.057, -0.044], [-0.134, -0.024, -0.039], [0.233, 0.065, -0.132], [-0.077, 0.289, -0.071], [0.249, -0.001, 0.067], [0.475, -0.799, 0.032], [-0.019, 0.217, 0.024], [-0.075, -0.040, -0.099], [0.149, 0.314, 0.183], [0.192, 0.016, 0.053], [-0.367, 0.459, -0.446], [0.014, 0.161, -0.138], [0.506, -0.262, -0.068], [-0.737, 0.300, -0.043], [-0.197, -0.040, 0.029], [0.629, 0.598, 0.571], [0.148, 0.084, 0.156], [-0.151, -0.125, 0.033], [0.012, 1.753, -1.066], [-0.178, -0.047, -0.094], [-0.056, 0.044, -0.043], [0.022, -0.039, -0.286], [-0.251, -1.089, -0.076], [0.060, -0.031, 0.084], [-0.115, -0.039, 0.048], [0.025, -0.081, 0.092], [0.048, 0.006, 0.047], [-0.169, -0.352, -0.061], [-0.060, 0.020, 0.058], [-0.003, 0.173, -0.066], [-0.197, 0.152, 0.020], [0.011, 0.455, -0.050], [0.175, -0.005, 0.176], [0.017, 0.050, 0.039], [-0.113, -0.029, 0.065], [0.042, 0.047, 0.122], [0.255, -0.029, -0.048], [-0.046, -0.408, 0.301], [-0.403, 0.395, 0.220], [-0.055, -0.222, 0.091], [0.595, 0.542, 0.409], [-0.324, 0.525, 0.022], [-0.233, 0.225, 0.201], [-0.207, -0.312, -0.159], [-0.250, -0.159, 0.083], [0.160, -0.006, -0.013], [-0.022, -0.016, -0.181], [0.001, -0.078, -0.132], [0.014, 0.125, -0.248], [-0.042, -0.045, 0.028], [-0.135, -0.102, 0.130], [0.084, 0.002, 0.004], [0.045, 0.137, -0.048], [0.014, 0.029, -0.012], [0.067, 0.053, 0.079], [-0.185, 0.225, -0.116], [-0.141, -0.028, 0.044], [0.052, 0.156, -0.038], [0.058, 0.052, 0.025], [-0.022, -0.002, -0.081], [0.060, -0.109, 0.073], [0.070, 0.080, 0.106], [0.049, 0.036, 0.019], [0.085, 0.011, -0.035], [-0.040, 0.013, -0.020], [-0.010, -0.065, 0.020], [0.126, 0.039, 0.145], [0.037, -0.111, -0.014], [-0.014, 0.086, 0.034], [-0.084, -0.007, -0.063], [-0.007, 0.114, -0.034], [-0.111, -0.012, 0.047], [0.088, -0.053, -0.022], [-0.035, -0.111, 0.027], [0.153, 0.109, -0.028], [-0.088, 0.014, -0.047], [0.131, 0.002, -0.066], [-0.063, -0.015, -0.198], [-0.084, -0.078, 0.032], [0.100, 0.159, 0.007], [0.028, -0.157, 0.059], [-0.047, 0.051, 0.029], [0.014, -0.009, 0.042], [0.133, -0.339, 0.337], [0.004, 0.012, 0.038], [-0.020, -0.034, -0.083], [-0.043, -0.112, 0.071], [-0.047, -0.080, -0.133], [0.007, -0.057, 0.134], [0.054, -0.086, -0.042], [0.077, -0.104, 0.062], [-0.105, 0.013, 0.026], [-0.056, -0.036, -0.011], [0.004, -0.002, -0.021], [-0.027, 0.066, -0.069], [0.018, -0.009, 0.030], [-0.026, -0.004, -0.008]]}